DFT (ωB97M-V/def2-TZVPD) results for the molecule C5H10O.

Geometry (Å):
1 C -0.8184 -0.0593 -1.1742
2 C -0.2407 -0.0564 0.2271
3 C -1.1690 0.2587 1.4321
4 C 0.8711 -1.0513 0.3914
5 C 1.2382 0.3457 -0.0498
6 O 1.7425 0.5105 -1.3984
7 H -1.4580 0.8163 -1.3029
8 H 0.0555 0.0994 -1.8257
9 H -1.2641 -0.9895 -1.5281
10 H -0.6784 0.2407 2.4173
11 H -1.9747 -0.4931 1.5188
12 H -1.6860 1.2234 1.3573
13 H 1.1626 -1.3116 1.4076
14 H 0.8705 -1.9124 -0.2766
15 H 1.8117 0.9965 0.5886
16 H 1.5372 1.3825 -1.7844

Cartesian forces (eV/Å) of the 2 atoms listed first:
-0.111 0.061 -0.357
0.159 0.141 -0.373

Computed properties:
* orbital gap: 10.4 eV
* LUMO level: 0.033 hartree
* ΔE to the lowest compared entry with this formula, charge and spin: 44.9 kcal per mole

---

DFT (ωB97M-V/def2-TZVPD) results for a structure of composition C10H18N6O5SSn.

Geometry (Å):
1 Sn -0.1744 -0.2571 -0.0185
2 N 0.9527 -2.1901 1.3219
3 C 2.0764 -2.6932 0.5039
4 C 2.9361 -1.5220 0.0785
5 N 2.1722 -0.5957 -0.7929
6 C 2.8925 0.6807 -1.0223
7 C 1.9767 1.6852 -1.6879
8 N 0.8450 1.9702 -0.7750
9 H 1.3178 -1.7911 2.1839
10 H 0.3519 -2.9583 1.6042
11 H 1.6655 -3.1931 -0.3756
12 H 2.6898 -3.4128 1.0464
13 H 3.8314 -1.8869 -0.4278
14 H 3.2514 -0.9638 0.9627
15 H 2.0542 -1.0459 -1.6994
16 H 3.7778 0.5232 -1.6402
17 H 3.2125 1.0629 -0.0513
18 H 1.5742 1.2762 -2.6164
19 H 2.5401 2.5868 -1.9285
20 H 0.2023 2.6179 -1.2231
21 H 1.2142 2.4489 0.0437
22 N -2.3008 -2.2447 -0.5451
23 N -2.7450 -2.2902 -1.8662
24 C -2.1439 -1.6149 -2.8534
25 N -2.6733 -1.7126 -4.0644
26 S -0.7345 -0.6654 -2.6606
27 H -2.1007 -3.1890 -0.2329
28 H -3.0386 -1.8692 0.0425
29 H -3.5553 -2.8544 -2.0826
30 H -3.5002 -2.2557 -4.2616
31 H -2.2492 -1.2121 -4.8284
32 O -2.6415 4.7579 4.1194
33 C -2.1687 3.8142 3.5883
34 C -2.7397 3.0492 2.3399
35 O -3.4770 3.5138 1.5317
36 C -1.9100 1.7609 2.2021
37 C -0.5931 1.9859 2.9461
38 O 0.4411 1.5111 2.5695
39 C -0.8104 3.1054 3.9779
40 O -0.2138 3.3049 4.9834
41 O -2.2058 0.7632 1.6083

Cartesian forces (eV/Å) of the 2 atoms listed first:
0.358 -0.064 -0.285
0.119 -0.127 -0.175

Computed properties:
* orbital gap: 6.1 eV
* LUMO level: -0.313 hartree
* ΔE to the lowest compared entry with this formula, charge and spin: 1.5 kcal per mole
* charge: +2

---

DFT (ωB97M-V/def2-TZVPD) results for a structure of composition N5O15Tl2.

Geometry (Å):
1 Tl -0.2023 6.8271 -1.7917
2 Tl -3.6410 -0.7816 5.7863
3 N -0.6205 0.3878 0.2349
4 O -1.0454 -0.1564 1.1864
5 O -0.7106 1.6049 -0.0624
6 O -0.0722 -0.3260 -0.5405
7 N 0.6940 -5.0076 3.5799
8 O 1.7199 -5.4845 4.0457
9 O -0.2137 -4.7098 4.3825
10 O 0.5278 -4.9375 2.4486
11 N -2.6681 -3.3631 -5.4650
12 O -2.0152 -3.5857 -4.4483
13 O -2.4528 -2.3576 -6.1339
14 O -3.4576 -4.2315 -5.9345
15 N 5.2856 1.2844 -4.1489
16 O 6.0613 1.1296 -3.1915
17 O 5.6276 1.4296 -5.3182
18 O 4.1448 1.2026 -3.9015
19 N -1.8952 5.2831 4.8987
20 O -1.7366 4.1490 5.3675
21 O -1.9449 5.3151 3.6394
22 O -1.3849 6.3280 5.3665

Cartesian forces (eV/Å) of the 2 atoms listed first:
-0.005 -0.095 0.088
0.136 0.034 -0.081

Computed properties:
* orbital gap: 1.3 eV
* LUMO level: -0.330 hartree
* ΔE to the lowest compared entry with this formula, charge and spin: 137.2 kcal per mole
* charge: +1

---

DFT (ωB97M-V/def2-TZVPD) results for a structure of composition C31H30CrN4O8S3Sb.

Geometry (Å):
1 Cr -0.2955 -0.8841 1.3925
2 O 0.3486 -0.7226 7.4909
3 C 0.2114 -0.5672 6.1643
4 C 0.9118 0.1900 5.2835
5 C 0.8469 -0.0144 3.9341
6 N -0.0190 -0.8776 3.3958
7 C -0.8996 -1.5353 4.2129
8 C -0.7252 -1.5058 5.5695
9 C -1.7810 -2.4359 3.4395
10 O -2.7237 -3.0697 3.9796
11 O -1.5184 -2.3921 2.1418
12 C 1.4662 0.8682 2.8369
13 O 2.2320 1.7627 3.2586
14 O 1.3481 0.5432 1.5776
15 H 0.5165 0.1683 7.8026
16 H 1.7398 0.9204 5.6293
17 H -1.4309 -2.0432 6.1917
18 C -3.0817 1.7520 -2.2054
19 S -2.0403 0.7175 -3.2036
20 O -2.2924 1.0258 -4.6015
21 O -0.6595 1.1200 -2.6607
22 O -2.3741 -0.6911 -2.8285
23 H -2.5480 2.7184 -2.1204
24 H -3.0365 1.3970 -1.2015
25 H -4.0774 1.9193 -2.5909
26 S 0.1151 -1.4893 -0.7829
27 Sb 1.3530 0.2565 -2.0388
28 C 1.9413 2.2903 -1.3598
29 C 1.4883 3.3631 -2.0998
30 C 1.9591 4.7303 -1.8191
31 C 2.7199 5.0057 -0.6927
32 C 3.2425 3.9079 -0.0273
33 C 2.8431 2.5742 -0.3237
34 C 3.2198 -0.9513 -1.6301
35 C 3.6362 -1.0177 -0.2607
36 C 4.8110 -1.6542 0.1448
37 C 5.5773 -2.2344 -0.8850
38 C 5.2566 -2.0475 -2.2218
39 C 4.0040 -1.5298 -2.6032
40 C 1.2424 -0.4348 -4.0253
41 C 2.2325 -0.0211 -4.9052
42 C 2.2836 -0.6576 -6.1448
43 C 1.3068 -1.6572 -6.4340
44 C 0.3572 -2.0563 -5.4733
45 C 0.2687 -1.3484 -4.3091
46 H 0.8530 3.1848 -2.9749
47 H 1.5781 5.6088 -2.3700
48 H 3.0387 6.0371 -0.5304
49 H 4.0724 3.9686 0.7056
50 H 3.2575 1.7219 0.2349
51 H 3.0186 -0.6106 0.6144
52 H 5.0655 -1.6821 1.2273
53 H 6.3687 -2.8975 -0.5811
54 H 5.9185 -2.3308 -3.0233
55 H 3.8260 -1.5955 -3.7092
56 H 2.9782 0.6595 -4.5996
57 H 3.0644 -0.5394 -6.8782
58 H 1.3281 -2.1496 -7.3903
59 H -0.4936 -2.6616 -5.6883
60 H -0.4458 -1.5771 -3.4825
61 S -1.6567 1.2159 1.5251
62 C -3.1597 0.8133 2.1932
63 N -3.8642 -0.3851 1.9028
64 C -5.0751 -0.7397 2.5334
65 C -5.4526 0.0385 3.5883
66 C -4.7684 1.2402 3.9304
67 C -3.6867 1.6512 3.2068
68 H -3.5844 -0.9383 0.9569
69 H -5.6481 -1.6097 2.2137
70 H -6.2816 -0.2929 4.1761
71 H -5.0962 1.9688 4.6130
72 H -3.0593 2.5024 3.3885
73 N -3.5754 -3.0705 -0.0075
74 N -3.6521 -1.6799 -0.2360
75 H -4.5049 -3.4201 0.2237
76 H -2.9518 -3.1143 0.8180
77 H -4.4883 -1.3583 -0.7101
78 H -2.8993 -1.3505 -0.8679

Cartesian forces (eV/Å) of the 2 atoms listed first:
0.676 0.002 0.688
0.098 1.194 0.365

Computed properties:
* orbital gap (alpha / beta): 6.3 / 7.5 eV
* LUMO level (alpha / beta): 0.080 / 0.080 hartree
* <S²>: 6.021
* multiplicity: 5
* ΔE to the lowest compared entry with this formula, charge and spin: 34.8 kcal per mole
* charge: -1

---

DFT (ωB97M-V/def2-TZVPD) results for a structure of composition C13H15IN2O2Pd.

Geometry (Å):
1 C 0.2168 1.1651 1.6093
2 C 0.3228 -1.0744 1.6654
3 H 1.2444 1.5208 1.6691
4 H -0.1390 0.8256 2.5895
5 H -0.4610 1.9563 1.2691
6 H 0.4955 -2.0533 1.2163
7 H 1.1581 -0.8541 2.3366
8 H -0.6325 -1.0792 2.1904
9 C 0.0675 2.6167 -1.6661
10 C 0.1438 3.4569 -2.7744
11 C 0.0548 2.9026 -4.0528
12 C -0.1236 1.5304 -4.1922
13 H 0.1518 2.9686 -0.6383
14 H 0.2819 4.5198 -2.6089
15 H 0.1282 3.5397 -4.9316
16 H -0.1929 1.0416 -5.1604
17 N -0.0878 1.2991 -1.8235
18 C -0.2034 0.7240 -3.0486
19 C -0.3548 -0.7392 -3.0450
20 N -0.3216 -1.3252 -1.8230
21 C -0.4511 -2.6446 -1.6551
22 C -0.5979 -2.9253 -4.0380
23 C -0.5772 -3.4823 -2.7598
24 H -0.4319 -3.0019 -0.6261
25 H -0.6470 -4.5525 -2.5894
26 C -0.4917 -1.5447 -4.1853
27 H -0.5019 -1.0535 -5.1525
28 H -0.6942 -3.5642 -4.9130
29 Pd -0.0012 -0.0353 -0.1735
30 I 2.5977 -0.2056 0.0560
31 O -3.9475 0.2908 1.1882
32 C -2.7400 0.2294 0.9877
33 O -2.1306 0.0224 -0.1462
34 H -2.0535 0.3633 1.8510

Cartesian forces (eV/Å) of the 2 atoms listed first:
-0.466 0.355 1.173
-0.468 0.137 1.693

Computed properties:
* orbital gap (alpha / beta): 7.8 / 5.2 eV
* LUMO level (alpha / beta): -0.259 / -0.395 hartree
* <S²>: 6.017
* multiplicity: 5
* charge: +2

---

DFT (ωB97M-V/def2-TZVPD) results for a cluster of 2 separate species, C2H3N3O4 in total.

Geometry (Å):
1 C 2.0333 -1.1751 -0.0376
2 C -1.2677 1.5292 0.0351
3 N -1.5973 -1.4557 0.3556
4 N 1.9261 -2.3547 -0.1744
5 N -0.0365 1.8981 -0.1880
6 O 2.0777 -0.0240 -0.1650
7 O -0.9554 -0.1417 0.2833
8 O -2.3075 1.9721 0.0867
9 O -2.7016 -1.5771 -0.1014
10 H 0.0032 2.9354 -0.2117
11 H 1.9168 -3.0957 0.4990
12 H 0.9090 1.4893 -0.3818

Cartesian forces (eV/Å) of the 2 atoms listed first:
-0.536 -0.064 -0.650
3.175 -5.666 -0.353

Computed properties:
* orbital gap: 10.3 eV
* LUMO level: 0.016 hartree
* ΔE to the lowest compared entry with this formula, charge and spin: 27.4 kcal per mole

---

What F_max values result from the calculations? In sequence: 1.19; 0.85; 6.49; 4.91; 5.21; 6.50 eV/Å.